Record 1
{"formula": "C45H46BrClN2O2PRuTe", "method": "the ωB97M-V functional and the def2-TZVPD basis", "orbital_gap_ev": [8.185, 5.820], "total_charge": 2, "e_lumo_ev": [-4.3, -7.0], "multiplicity": 6, "s_squared": 8.77, "relative_energy_kj_mol": 50.4, "elements": ["Ru", "Cl", "C", "C", "C", "C", "C", "C", "P", "C", "C", "C", "C", "C", "C", "C", "C", "C", "C", "C", "C", "H", "H", "H", "H", "H", "H", "H", "H", "H", "H", "H", "H", "H", "H", "Br", "C", "C", "C", "C", "C", "C", "C", "C", "C", "C", "H", "H", "H", "H", "H", "H", "C", "N", "C", "C", "O", "H", "H", "H", "H", "H", "H", "H", "O", "C", "C", "C", "C", "C", "C", "N", "H", "H", "H", "H", "H", "H", "H", "H", "H", "H", "H", "C", "Te", "C", "C", "C", "C", "C", "C", "C", "H", "H", "H", "H", "H", "H", "H", "H"], "xyz": [[-0.563, 0.624, 0.420], [-2.170, 2.867, -0.116], [-2.643, 2.760, -1.799], [-3.706, 3.542, -2.208], [-4.120, 3.469, -3.529], [-3.475, 2.617, -4.414], [-2.408, 1.840, -3.983], [-1.961, 1.903, -2.662], [-0.511, 0.955, -2.065], [-0.177, -0.207, -3.415], [0.735, 0.082, -4.426], [0.887, -0.799, -5.492], [0.135, -1.964, -5.548], [-0.764, -2.265, -4.531], [-0.915, -1.391, -3.464], [0.853, 2.169, -2.177], [2.011, 1.924, -1.437], [3.066, 2.826, -1.458], [2.966, 3.990, -2.210], [1.816, 4.243, -2.947], [0.764, 3.336, -2.933], [-4.203, 4.195, -1.500], [-4.952, 4.076, -3.862], [-3.796, 2.560, -5.446], [-1.912, 1.185, -4.688], [1.313, 0.997, -4.394], [1.589, -0.568, -6.284], [0.248, -2.640, -6.387], [-1.350, -3.175, -4.574], [-1.616, -1.624, -2.668], [2.083, 1.029, -0.829], [3.959, 2.630, -0.877], [3.779, 4.706, -2.213], [1.735, 5.151, -3.531], [-0.129, 3.545, -3.511], [0.689, 2.697, 1.839], [0.590, 1.746, 3.493], [0.852, 2.446, 4.626], [0.809, 1.774, 5.868], [0.504, 0.446, 5.921], [0.221, -0.281, 4.741], [-0.140, -1.657, 4.815], [-0.436, -2.351, 3.689], [-0.352, -1.701, 2.418], [-0.017, -0.356, 2.271], [0.264, 0.363, 3.470], [1.090, 3.501, 4.580], [1.021, 2.324, 6.776], [0.468, -0.069, 6.874], [-0.196, -2.130, 5.789], [-0.744, -3.389, 3.750], [-0.671, -2.259, 1.542], [3.162, -2.880, -3.332], [2.223, -2.769, -2.217], [1.466, -3.964, -1.863], [1.996, -1.603, -1.626], [1.222, -1.426, -0.672], [2.629, -3.107, -4.256], [3.875, -3.678, -3.132], [3.703, -1.944, -3.453], [0.768, -4.212, -2.663], [0.912, -3.786, -0.947], [2.151, -4.800, -1.723], [2.576, -0.774, -2.054], [-2.713, 0.290, 1.334], [-3.427, -0.690, 1.111], [-3.215, -1.638, -0.036], [-4.353, -1.312, -1.053], [-4.988, 0.098, -0.931], [-6.075, 0.272, 0.152], [-5.544, 0.307, 1.587], [-4.615, -0.837, 1.761], [-3.267, -2.678, 0.294], [-2.230, -1.468, -0.468], [-5.141, -2.061, -0.961], [-3.950, -1.417, -2.061], [-5.445, 0.326, -1.894], [-4.202, 0.846, -0.786], [-6.793, -0.550, 0.061], [-6.629, 1.192, -0.046], [-6.347, 0.226, 2.313], [-4.988, 1.218, 1.791], [-5.071, -1.715, 1.550], [3.344, -2.639, 3.706], [2.378, -2.404, 1.834], [3.143, -0.433, 1.840], [3.982, -0.290, 3.088], [4.649, 0.907, 3.346], [5.438, 1.030, 4.475], [5.565, -0.039, 5.355], [4.893, -1.223, 5.109], [4.094, -1.352, 3.975], [4.003, -3.505, 3.628], [2.597, -2.862, 4.471], [2.296, 0.252, 1.818], [3.711, -0.302, 0.917], [4.556, 1.738, 2.655], [5.957, 1.960, 4.672], [6.192, 0.052, 6.232], [4.988, -2.054, 5.799]]}

Record 2
{"formula": "C45H46N6O13P", "method": "the ωB97M-V functional and the def2-TZVPD basis", "orbital_gap_ev": 6.317, "total_charge": 1, "e_lumo_ev": -4.1, "multiplicity": 1, "elements": ["C", "N", "C", "N", "C", "N", "N", "C", "C", "C", "C", "C", "N", "N", "P", "C", "O", "H", "H", "H", "H", "H", "H", "H", "H", "H", "H", "H", "H", "H", "H", "H", "H", "H", "H", "H", "H", "H", "H", "C", "C", "C", "O", "C", "C", "C", "O", "H", "H", "H", "H", "C", "C", "C", "O", "C", "C", "C", "O", "H", "H", "H", "H", "C", "C", "C", "O", "C", "C", "C", "O", "H", "H", "H", "H", "C", "C", "C", "O", "C", "C", "C", "O", "H", "H", "H", "H", "C", "C", "C", "O", "C", "C", "C", "O", "H", "H", "H", "H", "C", "C", "C", "O", "C", "C", "C", "O", "H", "H", "H", "H"], "xyz": [[5.087, 1.039, 2.056], [3.955, 1.149, 1.057], [2.671, 1.695, 1.703], [1.791, 1.726, 0.472], [2.491, 1.211, -0.794], [2.035, 1.088, -2.080], [2.741, 0.645, -3.184], [0.587, 1.547, -2.330], [-0.533, 0.650, -1.536], [-1.431, 1.738, -0.638], [-2.884, 1.145, -0.162], [-3.640, 2.363, 0.689], [-3.989, 3.565, -0.162], [3.876, 0.860, -0.301], [5.329, 0.232, -1.117], [6.070, -1.297, -0.241], [6.511, 1.549, -0.962], [6.110, 1.501, 1.678], [5.326, -0.100, 2.321], [4.702, 1.533, 3.061], [2.452, 2.000, 2.812], [2.173, 0.633, -4.060], [3.171, -0.297, -3.044], [0.518, 2.674, -1.944], [0.296, 1.567, -3.463], [0.001, -0.051, -0.747], [-1.270, 0.063, -2.252], [-1.631, 2.642, -1.388], [-0.793, 2.217, 0.246], [-2.760, 0.155, 0.483], [-3.542, 0.933, -1.131], [-4.615, 1.979, 1.248], [-2.842, 2.734, 1.493], [-3.657, 3.458, -1.156], [-3.549, 4.442, 0.210], [5.396, -1.721, 0.640], [7.080, -0.937, 0.283], [6.409, -2.167, -0.982], [6.008, 2.322, -0.520], [-7.907, -0.580, -1.558], [-8.992, -0.927, -0.858], [-9.279, -0.322, 0.458], [-10.271, -0.640, 1.100], [-8.323, 0.680, 0.969], [-7.239, 1.026, 0.269], [-6.951, 0.422, -1.047], [-5.960, 0.740, -1.690], [-7.681, -1.014, -2.525], [-9.703, -1.660, -1.220], [-8.549, 1.114, 1.935], [-6.528, 1.759, 0.630], [-1.897, 8.026, 1.991], [-2.046, 9.354, 2.020], [-2.531, 10.097, 0.840], [-2.666, 11.312, 0.866], [-2.845, 9.316, -0.373], [-2.695, 7.988, -0.402], [-2.210, 7.245, 0.778], [-2.075, 6.030, 0.752], [-1.542, 7.466, 2.847], [-1.821, 9.941, 2.903], [-3.199, 9.876, -1.229], [-2.920, 7.401, -1.285], [1.845, 3.074, 6.515], [1.869, 3.917, 7.552], [3.056, 4.747, 7.837], [3.080, 5.517, 8.787], [4.214, 4.611, 6.931], [4.190, 3.768, 5.894], [3.003, 2.938, 5.609], [2.979, 2.168, 4.659], [0.983, 2.457, 6.293], [1.028, 4.028, 8.225], [5.076, 5.227, 7.154], [5.031, 3.656, 5.221], [5.903, -3.174, -5.071], [5.281, -2.566, -4.057], [3.861, -2.836, -3.756], [3.291, -2.278, -2.829], [3.156, -3.805, -4.618], [3.778, -4.413, -5.633], [5.198, -4.143, -5.934], [5.768, -4.701, -6.861], [6.944, -2.987, -5.306], [5.785, -1.853, -3.415], [2.115, -3.992, -4.383], [3.274, -5.126, -6.275], [-8.105, -5.322, 4.090], [-7.273, -4.323, 3.780], [-7.777, -3.048, 3.231], [-7.016, -2.134, 2.945], [-9.236, -2.920, 3.041], [-10.068, -3.919, 3.351], [-9.564, -5.193, 3.900], [-10.325, -6.107, 4.186], [-7.752, -6.263, 4.493], [-6.201, -4.401, 3.914], [-9.589, -1.978, 2.638], [-11.140, -3.840, 3.217], [6.882, -8.614, -6.222], [6.665, -7.568, -5.419], [6.727, -7.703, -3.951], [6.526, -6.747, -3.215], [7.038, -9.039, -3.404], [7.255, -10.085, -4.207], [7.193, -9.950, -5.675], [7.393, -10.906, -6.411], [6.840, -8.532, -7.301], [6.437, -6.581, -5.805], [7.080, -9.121, -2.325], [7.483, -11.072, -3.821]]}

Record 3
{"formula": "C45H47AsBN12OSTi", "method": "the ωB97M-V functional and the def2-TZVPD basis", "orbital_gap_ev": 3.452, "total_charge": 3, "e_lumo_ev": -10.2, "multiplicity": 1, "elements": ["Ti", "C", "C", "N", "N", "C", "B", "N", "C", "C", "C", "N", "N", "C", "C", "C", "N", "N", "C", "C", "C", "N", "H", "H", "H", "H", "H", "H", "H", "H", "H", "H", "H", "H", "C", "N", "N", "C", "O", "C", "C", "C", "C", "C", "C", "C", "C", "C", "H", "H", "H", "H", "H", "H", "H", "H", "H", "H", "H", "H", "C", "C", "C", "C", "C", "C", "As", "C", "C", "C", "C", "C", "C", "C", "C", "C", "C", "C", "C", "H", "H", "H", "H", "H", "H", "H", "H", "H", "H", "H", "H", "H", "H", "H", "C", "N", "C", "C", "N", "C", "S", "H", "H", "H", "H", "H", "H", "H", "H"], "xyz": [[-1.986, -0.202, 1.106], [-3.532, 1.282, -2.396], [-2.542, 1.341, -1.405], [-2.421, 0.128, -0.837], [-3.208, -0.793, -1.555], [-3.927, -0.069, -2.469], [-3.502, -2.214, -1.035], [-4.229, -1.981, 0.404], [-5.282, -2.620, 0.979], [-5.613, -1.963, 2.176], [-4.688, -0.934, 2.278], [-3.768, -0.992, 1.282], [-2.062, -2.755, -0.598], [-1.520, -4.023, -0.676], [-0.142, -3.883, -0.350], [0.005, -2.577, 0.250], [-1.234, -1.999, 0.275], [-4.325, -3.139, -1.885], [-3.931, -3.633, -3.078], [-5.045, -3.848, -3.884], [-6.135, -3.405, -3.116], [-5.728, -2.977, -1.917], [-4.079, 2.070, -2.874], [-1.815, 2.157, -1.264], [-4.348, -0.650, -3.283], [-5.850, -3.378, 0.426], [-6.483, -2.079, 2.841], [-4.669, -0.069, 2.940], [-1.984, -4.914, -1.094], [0.598, -4.739, -0.356], [0.845, -2.039, 0.667], [-2.913, -3.792, -3.315], [-5.015, -4.150, -4.899], [-7.220, -3.384, -3.252], [-2.236, 5.652, 1.369], [-1.080, 4.747, 1.463], [-1.178, 3.596, 2.290], [-0.676, 2.579, 1.559], [-1.013, 1.338, 1.620], [-0.026, 3.122, 0.417], [-0.278, 4.452, 0.337], [0.051, 5.381, -0.754], [-1.212, 3.678, 3.737], [-1.058, 4.897, 4.363], [-1.297, 4.988, 5.731], [-1.897, 3.899, 6.413], [-1.985, 2.640, 5.819], [-1.560, 2.516, 4.469], [-2.575, 5.807, 2.413], [-3.116, 5.308, 0.791], [-1.926, 6.595, 1.012], [0.387, 2.537, -0.376], [0.931, 5.057, -1.253], [0.242, 6.352, -0.288], [-0.683, 5.591, -1.509], [-0.669, 5.796, 3.805], [-1.083, 5.881, 6.383], [-2.253, 4.043, 7.401], [-2.255, 1.741, 6.378], [-1.400, 1.543, 3.960], [4.433, 3.844, -3.525], [3.917, 3.058, -4.569], [3.378, 1.823, -4.320], [3.312, 1.301, -2.989], [3.673, 2.164, -1.951], [4.310, 3.390, -2.227], [2.855, -0.488, -2.367], [2.708, -1.287, -4.150], [3.660, -1.075, -5.126], [3.427, -1.593, -6.433], [2.318, -2.337, -6.738], [1.331, -2.570, -5.776], [1.532, -1.968, -4.498], [4.482, -1.307, -1.680], [5.749, -0.751, -1.597], [6.783, -1.305, -0.885], [6.702, -2.629, -0.510], [5.484, -3.343, -0.724], [4.384, -2.662, -1.221], [4.990, 4.743, -3.778], [4.028, 3.466, -5.580], [3.058, 1.188, -5.080], [3.422, 1.919, -0.872], [4.851, 3.906, -1.434], [4.556, -0.496, -4.903], [4.041, -1.290, -7.258], [2.154, -2.758, -7.750], [0.386, -3.153, -6.015], [0.752, -2.011, -3.740], [5.890, 0.224, -2.020], [7.619, -0.778, -0.629], [7.545, -3.092, 0.046], [5.552, -4.371, -0.487], [3.444, -3.200, -1.441], [-0.754, -3.097, 5.932], [0.276, -2.425, 5.128], [1.652, -2.191, 5.600], [2.313, -1.382, 4.473], [1.116, -0.975, 3.646], [0.003, -1.604, 4.074], [-1.553, -1.354, 3.468], [-0.613, -4.179, 6.028], [-1.744, -2.819, 5.535], [-0.627, -2.740, 6.977], [2.133, -3.136, 5.687], [1.669, -1.542, 6.483], [3.036, -1.830, 3.833], [2.890, -0.478, 4.862], [1.068, -0.325, 2.866]]}

Record 4
{"formula": "C45H47BBrN11O7PbS2", "method": "the ωB97M-V functional and the def2-TZVPD basis", "orbital_gap_ev": 5.718, "e_lumo_ev": -0.1, "multiplicity": 1, "relative_energy_kj_mol": 614.9, "elements": ["Pb", "O", "C", "C", "C", "C", "C", "C", "C", "O", "N", "N", "C", "C", "Br", "C", "C", "C", "C", "C", "C", "C", "H", "H", "H", "H", "H", "H", "H", "H", "H", "H", "H", "H", "H", "H", "C", "C", "N", "N", "C", "B", "N", "C", "C", "C", "N", "N", "C", "C", "C", "N", "H", "H", "H", "H", "H", "H", "H", "H", "H", "H", "C", "C", "S", "O", "O", "C", "C", "N", "C", "N", "C", "C", "N", "O", "O", "C", "H", "H", "H", "H", "H", "H", "H", "H", "H", "H", "H", "H", "H", "O", "S", "C", "C", "C", "C", "C", "C", "C", "C", "C", "C", "C", "C", "H", "H", "H", "H", "H", "H", "H", "H", "H", "H"], "xyz": [[1.095, 0.519, 0.548], [-2.087, 5.081, 2.604], [-1.028, 5.634, 1.928], [-1.078, 7.009, 1.726], [-0.044, 7.643, 1.061], [1.041, 6.912, 0.587], [1.077, 5.544, 0.791], [0.053, 4.887, 1.467], [0.127, 3.378, 1.638], [0.767, 2.765, 0.622], [0.802, 3.094, 2.942], [1.443, 1.939, 3.026], [1.793, 1.414, 4.132], [2.616, 0.188, 4.093], [4.158, 0.324, 2.975], [2.375, -0.915, 4.783], [3.198, -2.146, 4.848], [3.002, -3.202, 3.793], [3.549, -4.623, 4.118], [4.544, -4.659, 5.237], [4.805, -3.599, 5.996], [4.064, -2.337, 5.841], [-2.046, 4.119, 2.543], [-1.934, 7.558, 2.095], [-0.088, 8.714, 0.908], [1.850, 7.408, 0.067], [1.899, 4.943, 0.423], [-0.914, 2.997, 1.726], [0.423, 3.509, 3.789], [1.541, 1.849, 5.102], [1.451, -0.917, 5.361], [1.962, -3.227, 3.462], [2.786, -5.394, 4.260], [5.064, -5.597, 5.404], [5.544, -3.660, 6.785], [4.215, -1.562, 6.585], [-3.025, 0.749, 2.649], [-1.637, 0.691, 2.506], [-1.295, 0.049, 1.392], [-2.453, -0.337, 0.795], [-3.494, 0.078, 1.538], [-2.619, -1.419, -0.336], [-2.070, -1.029, -1.695], [-2.667, -0.145, -2.530], [-2.033, -0.230, -3.746], [-1.054, -1.226, -3.554], [-1.084, -1.701, -2.324], [-2.030, -2.809, 0.158], [-2.864, -3.952, -0.298], [-2.284, -5.273, 0.203], [-0.992, -4.288, 2.286], [-0.230, -3.414, 1.784], [-3.597, 1.201, 3.440], [-0.868, 1.068, 3.162], [-4.502, -0.146, 1.231], [-3.813, -1.578, -0.423], [-3.512, 0.441, -2.205], [-2.235, 0.314, -4.650], [-0.338, -1.613, -4.263], [-3.466, -3.783, -1.179], [-3.099, -5.998, 0.162], [-0.698, -4.739, 3.232], [-3.847, 2.486, -6.696], [-2.834, 3.502, -7.207], [-1.272, 3.471, -6.362], [-0.514, 4.608, -6.814], [-0.720, 2.141, -6.452], [-1.690, 3.760, -4.647], [-0.407, 3.975, -3.836], [0.132, 2.749, -3.240], [-0.320, 2.225, -2.083], [0.408, 1.173, -1.724], [1.329, 0.967, -2.711], [1.177, 1.936, -3.645], [2.002, 2.144, -4.800], [1.951, 3.226, -5.356], [2.737, 1.228, -5.105], [-1.483, 2.786, -1.350], [-4.671, 2.399, -7.402], [-4.267, 2.780, -5.734], [-3.393, 1.502, -6.596], [-3.181, 4.533, -7.140], [-2.548, 3.302, -8.242], [-2.263, 2.902, -4.297], [-2.305, 4.660, -4.625], [-0.599, 4.662, -3.015], [0.362, 4.413, -4.466], [2.030, 0.148, -2.682], [-1.236, 3.763, -0.933], [-1.745, 2.117, -0.533], [-2.348, 2.887, -2.007], [1.785, -1.588, -0.898], [1.780, -3.111, -0.995], [2.749, -3.611, 0.447], [2.842, -5.060, 0.693], [3.531, -5.546, 1.720], [4.222, -4.671, 2.716], [3.947, -3.149, 2.542], [3.304, -2.722, 1.260], [0.216, -3.716, -0.581], [-0.533, -2.930, 0.433], [-2.998, -3.433, 1.092], [-2.308, -4.659, 1.668], [-1.081, -5.838, -0.467], [-0.045, -5.058, -0.887], [2.359, -5.736, 0.000], [3.623, -6.619, 1.853], [5.281, -4.938, 2.769], [4.832, -2.550, 2.754], [3.254, -1.666, 1.029], [-0.184, -1.906, 0.370], [-3.745, -2.805, 1.553], [-2.933, -5.220, 2.359], [-1.134, -6.866, -0.798], [0.683, -5.548, -1.531]]}

Q: Which calculated total energy values were calculated for the entries above? A: -156201.15977 -92236.43721 -162796.87564 -175780.07442, in eV.